Entry 1:
C27H23N4O8SeZr | ωB97M-V/def2-TZVPD

Geometry as XYZ:
```
64
Properties=species:S:1:pos:R:3:forces:R:3
C -1.18061 -0.22430 4.08569 0.0 0.0 0.0
H -1.28722 -3.97819 2.81477 0.0 0.0 0.0
C 6.18610 0.33080 4.43533 0.0 0.0 0.0
H -1.23412 0.53032 4.86752 0.0 0.0 0.0
C 4.47615 0.52194 1.05255 0.0 0.0 0.0
O -0.23464 2.95921 -3.26912 0.0 0.0 0.0
C -0.82093 -2.29707 0.76017 0.0 0.0 0.0
C 5.59668 -1.36525 2.32763 0.0 0.0 0.0
H -0.41794 -0.96300 4.32896 0.0 0.0 0.0
H -0.03158 4.41503 0.97813 0.0 0.0 0.0
H -0.71519 -3.84494 -1.40220 0.0 0.0 0.0
H 7.03362 4.39584 -1.70129 0.0 0.0 0.0
Zr 0.15603 0.24542 -0.37164 0.1 0.0 0.0
N 2.12211 0.33852 0.81253 -0.1 0.2 0.2
C 2.74108 -0.48406 -0.06644 0.2 0.1 0.2
H 8.28381 3.03714 -0.05424 0.0 0.0 0.0
C -0.83013 2.52729 1.50850 0.0 0.0 0.0
H -1.77792 4.30226 0.83219 0.0 0.0 0.0
C 3.06176 1.03235 1.51341 0.0 0.0 -0.1
C -0.98731 -3.77147 0.71045 0.0 0.0 0.0
H -1.57790 -6.44069 2.71212 0.0 0.0 0.0
N -0.83510 -1.69689 1.90653 0.0 -0.1 -0.1
C 6.52660 3.62410 -1.13563 0.0 0.0 0.0
O -0.61175 0.44196 -2.29000 0.0 0.1 0.0
Se 0.49795 1.56653 -2.97004 -0.1 0.0 -0.1
C 5.17252 3.38713 -1.33589 0.0 0.0 0.0
O 2.06419 -1.08559 -0.90949 -0.3 -0.2 -0.2
C -1.06732 -5.80551 -0.57314 0.0 0.0 0.0
C -0.90589 -4.42840 -0.51185 0.0 0.0 0.0
H -2.12848 -0.76115 4.03360 0.0 0.0 0.0
H 7.09249 -1.38075 5.36862 0.0 0.0 0.0
C 6.56995 -1.00369 4.49842 0.0 0.0 0.0
H 5.34874 -2.03285 1.51384 0.0 0.0 0.0
O -0.67569 -1.67190 -0.37944 0.0 0.0 0.1
H -1.43652 -7.60675 0.53398 0.0 0.0 0.0
C -1.22817 -4.50354 1.87129 0.0 0.0 0.0
C -1.30981 -6.53222 0.58308 0.0 0.0 0.0
O 1.30443 0.90421 -4.18462 0.0 0.0 0.0
C -1.38909 -5.87715 1.80671 0.0 0.0 0.0
N -0.66530 -0.32934 1.70861 0.1 0.0 -0.1
C 5.51778 0.81480 3.32350 0.0 0.0 0.0
C 6.27168 -1.84878 3.44263 0.0 0.0 0.0
H 6.55734 -2.89248 3.48341 0.0 0.0 0.0
C 4.52136 2.40198 -0.61244 0.0 0.0 0.0
H 3.46666 2.22351 -0.79800 0.0 0.0 0.0
H -1.03643 4.45518 2.44851 0.0 0.0 0.0
C 5.21997 1.64182 0.32597 0.0 0.0 0.0
O 2.89294 1.89718 2.33740 0.0 0.0 0.0
C -0.92898 4.02039 1.45681 0.0 0.0 0.0
C 7.22639 2.86442 -0.21226 0.0 0.0 0.0
C 6.57592 1.87529 0.51601 0.0 0.0 0.0
H 7.13053 1.28806 1.23612 0.0 0.0 0.0
H 4.61432 3.96653 -2.05994 0.0 0.0 0.0
C 5.21974 -0.03161 2.25571 0.0 0.0 0.0
H 4.66042 -0.71378 -0.71033 0.0 0.0 0.0
H 6.40546 0.99836 5.25927 0.0 0.0 0.0
N 4.09150 -0.52010 0.09896 0.0 0.0 0.0
O 1.42220 1.62424 -1.56002 0.0 0.0 0.0
O -0.73337 1.94671 0.35384 0.1 0.0 -0.1
C -0.87686 0.41468 2.76064 0.0 -0.1 0.1
H -1.00262 -6.31115 -1.52838 0.0 0.0 0.0
C -0.86337 1.83396 2.68502 0.0 0.0 0.0
H 5.20681 1.84973 3.27881 0.0 0.0 0.0
H -0.95945 2.38794 3.60683 0.0 0.0 0.0
```
Positions in Å, forces in eV/Å.

## Properties
**LUMO**: 2.53 eV
**HOMO energy**: -5.5 eV
**2S+1**: 1
**Total charge**: -1
**Maximum force**: 0.38 eV/Å
**Total energy**: -4312.4263 hartree
**Relative energy (zero: lowest compared OMol25 entry of this formula, charge and spin)**: 0.00 kJ/mol

Want to see where the charge sits? The natural (NBO) charges in e are: -0.663, 0.231, -0.233, 0.207, -0.038, -1.019, 0.530, -0.206, 0.241, 0.240, 0.243, 0.206, 2.380, -0.765, 0.792, 0.205, 0.502, 0.230, 0.716, -0.024, 0.204, -0.403, -0.214, -1.076, 2.760, -0.218, -0.664, -0.219, -0.202, 0.236, 0.206, -0.222, 0.225, -0.787, 0.203, -0.201, -0.217, -1.017, -0.225, -0.442, -0.141, -0.214, 0.207, -0.142, 0.246, 0.206, -0.044, -0.591, -0.669, -0.220, -0.212, 0.220, 0.220, -0.035, 0.416, 0.207, -0.621, -1.116, -0.766, 0.333, 0.207, -0.434, 0.232, 0.208


Entry 2:
C27H24BCrN2O2PS | ωB97M-V/def2-TZVPD

Geometry as XYZ:
```
59
Properties=species:S:1:pos:R:3:forces:R:3
H 1.86659 0.68555 5.00644 0.0 0.0 0.0
C -2.73745 0.73403 1.72475 0.0 -0.1 0.1
C 2.74096 0.81040 -3.22240 0.2 -0.1 0.0
N 1.18570 0.62286 1.77052 -0.3 -0.2 -0.5
H 2.81781 2.22898 4.14650 0.0 0.0 0.0
C 2.08247 0.18881 -4.28583 0.0 0.1 -0.1
C 3.44273 1.20326 -0.48788 0.2 -0.2 0.0
C 3.96050 2.15924 -4.81210 0.0 0.0 0.0
H -4.12307 -0.84478 1.47507 0.0 -0.1 0.0
H 4.19075 2.30201 -2.68482 0.0 0.0 0.0
H 3.53994 1.79805 -6.88599 0.0 0.0 0.0
H -4.55509 1.07051 2.80714 0.0 0.0 0.0
P 2.24369 0.32442 -1.53759 -0.2 0.6 0.0
C 3.78170 -1.97784 -2.15210 0.0 0.0 0.1
H -1.62662 -1.71440 0.55592 -0.3 -0.1 -0.1
C 5.03961 2.63545 1.29537 0.0 0.0 0.0
H -1.82510 4.36394 2.44584 0.0 0.0 0.0
C 3.67591 1.80688 -3.49872 0.0 -0.1 -0.1
C 3.18767 2.55115 -0.23134 0.0 0.0 0.0
H 5.63668 3.17802 2.01754 0.0 0.0 0.0
H 1.33033 -0.56581 -4.08417 0.0 0.0 0.0
H 4.69379 2.93158 -5.01129 0.0 0.0 0.0
C 2.20672 -3.62215 -0.55531 -0.1 0.3 0.1
N -1.59477 1.23255 1.26238 -0.2 0.3 0.2
C 5.29581 1.29566 1.05217 0.0 0.0 0.0
O -2.49259 -1.27904 0.34523 0.3 0.0 0.2
S -1.54780 1.82589 -2.91417 0.0 -0.3 -0.1
B 2.58216 1.03773 4.09096 -0.1 0.0 -0.1
H 4.70328 -0.46814 -0.01397 0.0 0.0 0.0
C 4.50826 0.58349 0.15628 0.0 0.1 0.0
O -0.07073 -2.42794 0.63491 0.4 -0.3 -0.2
C -2.12152 3.34170 2.25710 0.0 0.1 0.0
H 3.60087 0.38116 4.03054 0.0 0.0 0.0
H 4.91504 -3.74314 -2.58507 0.0 0.0 0.0
C 1.90725 -2.25760 -0.64662 0.4 -0.4 -0.4
H 6.09325 0.79183 1.58377 0.0 0.0 0.0
H 2.33643 3.03310 -0.70219 0.0 0.0 0.0
C 3.28338 -4.15116 -1.23559 0.2 0.1 -0.1
H 1.85692 0.04419 -6.40803 0.0 0.0 0.0
C -1.29959 2.50988 1.52876 0.0 0.0 -0.1
C 2.70772 -1.42816 -1.44702 0.0 -0.3 0.1
H 4.38549 -1.33871 -2.78669 0.0 0.0 0.0
C -0.96386 0.96254 -1.73528 0.1 0.4 0.2
H -3.99842 3.44742 3.30559 0.0 0.0 0.0
C 3.31601 1.52298 -5.86246 0.0 0.0 0.0
C 0.67767 -1.68210 -0.02674 -0.5 -0.2 0.4
C -3.31985 2.82762 2.73264 0.0 0.1 0.0
H 1.56353 -4.24124 0.05872 0.0 0.0 0.0
C -3.03458 -0.73867 1.51051 -0.1 0.1 0.0
H -0.35219 2.86649 1.14090 0.0 0.0 0.0
Cr -0.00222 0.23375 0.01388 0.0 0.5 0.2
C 4.07409 -3.32637 -2.04305 -0.1 -0.1 0.1
H -2.69296 -1.27272 2.40592 0.1 0.0 0.0
H 3.77107 4.30907 0.84302 0.0 0.0 0.0
C -3.62932 1.51261 2.46017 0.0 -0.1 0.0
C 2.37533 0.53704 -5.59476 0.0 0.0 0.0
C 1.77444 0.79220 2.74984 0.1 0.0 0.0
C 3.98828 3.26676 0.64336 0.0 0.0 0.0
H 3.51308 -5.20719 -1.15396 0.0 0.0 0.0
```
Positions in Å, forces in eV/Å.

## Properties
**LUMO (alpha / beta)**: 2.69 / 2.66 eV
**HOMO energy (alpha / beta)**: -2.3 / -5.0 eV
**2S+1**: 6
**Total charge**: -1
**Maximum force**: 0.66 eV/Å
**Total energy**: -3112.1131 hartree
**<S²>**: 8.78
**Relative energy (zero: lowest compared OMol25 entry of this formula, charge and spin)**: 23.14 kJ/mol

Want to see where the charge sits? The natural (NBO) charges in e are: -0.004, 0.219, -0.342, -0.646, -0.008, -0.192, -0.245, -0.218, 0.172, 0.215, 0.203, 0.212, 0.871, -0.202, 0.502, -0.203, 0.219, -0.163, -0.240, 0.210, 0.224, 0.203, -0.160, -0.493, -0.199, -0.727, -0.034, -0.571, 0.217, -0.219, -0.656, -0.265, -0.004, 0.206, -0.150, 0.210, 0.217, -0.214, 0.208, 0.093, -0.297, 0.220, -0.633, 0.210, -0.230, 0.203, -0.154, 0.230, -0.088, 0.205, 0.959, -0.206, 0.185, 0.207, -0.253, -0.210, 0.399, -0.198, 0.205


Entry 3:
C27H24BrF6IN7O9S4Yb | ωB97M-V/def2-TZVPD

Geometry as XYZ:
```
80
Properties=species:S:1:pos:R:3:forces:R:3
H 3.29297 -3.94971 -0.01634 -0.1 0.0 0.1
S 2.74453 3.91281 0.68246 -0.2 -0.6 0.0
H -2.08627 -0.55255 -2.28322 0.1 -0.1 0.2
C -4.79951 0.15993 0.68018 -0.1 0.1 0.1
O 1.82232 -3.86863 -3.36701 -0.3 0.0 0.5
H -5.49851 0.44945 -1.81109 0.1 0.0 0.0
H -2.15725 1.39899 -0.88874 0.1 -0.1 0.2
C -4.42002 0.37267 -1.65025 0.0 0.1 0.0
C -4.72852 -1.77238 -0.70087 0.0 -0.1 0.0
H -4.54003 0.55065 1.66898 -0.1 0.0 -0.1
H -3.89993 0.93808 -2.42893 0.0 0.0 0.0
C 3.25347 1.43129 0.69615 0.4 0.9 -0.1
O -1.81214 -5.22423 -0.63515 0.5 0.2 -0.1
C -2.99585 -1.35238 0.84202 0.1 -0.4 0.2
N -0.20556 -0.47428 4.38577 -0.4 -0.3 -0.2
H -4.42914 -2.82299 -0.74428 0.0 0.1 0.0
H -0.03254 4.22286 0.56677 -0.1 0.1 0.0
H 3.84702 -4.03018 1.65958 -0.1 0.0 0.0
H 6.03436 0.55683 0.44223 0.1 0.2 -0.1
N -4.10088 0.94113 -0.34106 -0.2 0.3 0.0
C 2.43354 -0.56615 4.07680 0.2 0.3 -0.5
H -2.29960 -2.17109 -1.55693 0.1 0.1 0.1
C -2.59294 -1.11836 -1.49392 0.3 -0.1 -0.3
H 2.21782 -3.40671 1.29375 0.1 -0.1 0.0
C -0.77796 -4.68747 -0.97688 -0.7 -0.1 0.3
O -2.33571 0.48973 3.45306 -0.3 -0.2 0.2
S -0.91957 0.49566 3.39740 -0.2 1.5 1.4
C 3.25430 -3.44775 0.95433 -0.2 -0.3 -0.1
N -2.19379 -0.58247 -0.16111 0.1 0.2 0.1
C 1.47689 2.73985 0.54459 0.3 0.5 0.0
F 2.67918 0.01803 5.23779 -0.4 -0.3 0.1
C 0.08025 2.52998 -4.33398 -0.1 -0.4 0.4
F 0.83585 2.47154 3.87965 -0.1 -0.3 0.0
C 1.33689 4.52296 -4.75943 0.0 0.0 0.1
S 5.50341 -1.81915 0.61653 -0.6 0.2 0.2
C 0.17401 -5.14226 -2.07669 0.0 -0.7 -0.4
S 0.83512 -1.55876 3.95067 1.9 1.0 1.5
F -1.14705 3.12079 3.38670 -0.2 -0.3 -0.1
O 0.93132 -2.65495 4.83215 -0.3 -0.2 0.2
I 0.77949 0.25597 -2.17916 0.6 1.9 -2.5
N -4.42005 -1.24278 0.61983 -0.3 -0.1 0.2
H -2.46073 1.23508 0.88072 0.0 -0.1 -0.2
H 1.50522 5.41415 -5.34468 0.0 0.1 -0.1
F -0.73111 2.34187 5.35650 -0.1 -0.4 -0.1
Yb 0.53477 -0.82208 0.64531 0.6 -0.3 -1.6
O -0.33740 0.51878 2.06424 -0.4 0.6 0.2
O 1.43468 -1.86151 -1.08318 -0.3 -0.9 0.0
H -2.77593 -0.97115 1.84282 0.0 -0.1 -0.2
N -4.01914 -1.02468 -1.73406 -0.2 -0.1 -0.2
N 3.10124 -0.98686 0.83765 -0.3 0.1 0.1
C 3.88810 0.12899 0.69739 0.8 -0.3 0.0
C 2.14600 4.23513 -3.67091 0.0 0.0 -0.1
O 0.85458 -1.81731 2.53495 -0.2 -0.7 0.0
C 0.82467 -3.00410 -1.34450 -0.6 -0.2 0.5
C -2.67554 0.81994 -0.11226 0.1 0.2 0.0
H 4.92879 2.84550 0.87590 0.3 0.0 0.0
C -0.46017 2.20422 4.06961 0.4 0.2 -0.2
C 0.30845 3.66184 -5.10027 0.0 0.0 0.0
C 3.80170 -2.08042 0.82569 0.5 0.0 -0.1
H -5.87639 0.25844 0.52084 0.0 0.0 0.0
C 0.89873 2.20848 -3.25851 -0.2 -0.6 0.6
C 0.08417 3.17486 0.30757 -0.2 0.0 0.0
Br -1.38141 1.40924 -4.74314 -0.2 0.0 -0.2
F 2.26889 0.40594 3.15059 0.1 0.0 0.3
C 1.06847 -3.95429 -2.41482 0.6 0.1 -0.6
O -0.52558 -2.72117 0.53847 0.1 -0.2 0.0
H -5.80418 -1.70022 -0.87775 0.0 0.0 0.0
H -0.60931 2.57979 0.89449 0.0 0.0 0.0
C 1.94347 3.07346 -2.94709 -0.2 -0.4 0.2
N 1.88864 1.50980 0.58154 -0.2 -0.3 0.2
C 5.22329 -0.13143 0.56785 -0.5 -0.1 0.0
F 3.51365 -1.25833 3.71590 -0.3 -0.3 0.3
O 0.24734 -6.24752 -2.55056 -0.1 0.5 0.2
H -0.15846 3.04304 -0.74927 0.0 0.0 0.0
H -2.71384 -2.40649 0.77671 0.1 0.2 0.0
H -0.31165 3.85633 -5.96158 -0.1 0.0 0.0
C -0.19982 -3.42716 -0.48808 0.8 0.0 -0.7
H 2.60492 2.81049 -2.13769 0.2 0.0 0.2
H 2.94568 4.90457 -3.39481 0.1 0.1 0.0
C 3.88523 2.64074 0.76605 -0.4 -0.2 0.0
```
Positions in Å, forces in eV/Å.

## Properties
**LUMO (alpha / beta)**: -0.50 / -0.50 eV
**HOMO energy (alpha / beta)**: -7.9 / -7.9 eV
**2S+1**: 2
**Maximum force**: 3.16 eV/Å
**Total energy**: -8326.2095 hartree
**<S²>**: 0.75
**Relative energy (zero: lowest compared OMol25 entry of this formula, charge and spin)**: 105.99 kJ/mol

Want to see where the charge sits? The Mulliken charges in e are: 0.325, -0.224, -0.121, -0.748, -0.658, 0.371, 0.111, -0.720, -0.648, 0.351, 0.255, -0.487, -0.633, -0.958, -0.735, 0.374, 0.645, 0.557, 0.498, 0.124, 0.633, 0.112, -0.628, -0.002, -0.158, -0.642, 1.492, -1.187, 1.669, -0.199, -0.253, 0.372, -0.185, -0.490, -0.273, 0.376, 1.200, -0.201, -0.649, 0.351, 0.098, 0.018, 0.375, -0.216, 0.473, 0.181, -0.982, 0.344, 0.076, 1.170, -0.600, -0.800, -0.907, 0.644, -0.607, 0.537, 0.547, -0.577, 0.275, 0.342, -0.309, -0.254, -0.145, -0.129, -0.026, -0.485, 0.355, -0.457, 0.195, 1.257, -0.486, -0.232, -0.573, -0.023, 0.237, 0.410, 1.096, 0.375, 0.404, -0.613